Entry from OMol25: a structure of composition C41H24BrCl4NO6PW (ωB97M-V with the def2-TZVPD basis set).

highest occupied orbital energy = -10.90 eV
charge = +1
molecular weight = 1063.174 g/mol
gap between HOMO and LUMO = 5.5 eV
energy = -6905.9210 hartree

Element x y z (Å)
1 W -0.667 -0.020 -0.110
2 Br -6.164 -3.605 2.026
3 Cl 0.663 -0.778 -6.794
4 Cl 0.954 1.512 -4.680
5 Cl -1.154 -4.123 -2.956
6 Cl -0.401 -3.556 -5.954
7 P 1.598 -1.164 0.496
8 O -5.057 6.593 -1.418
9 O -0.741 -1.638 -1.208
10 O 0.102 0.565 -1.880
11 O 0.239 2.207 0.122
12 O -2.036 1.227 -0.760
13 O -3.328 7.257 -0.321
14 N -3.994 6.415 -0.876
15 C -3.386 -3.123 1.566
16 C 3.302 -0.147 4.116
17 C -2.302 -2.361 1.165
18 C -4.651 -2.556 1.562
19 C 1.938 -0.475 2.157
20 C -3.715 -0.494 0.799
21 C 3.636 1.511 -2.616
22 C -4.228 4.016 -1.414
23 C -0.568 -2.588 -3.448
24 C 3.395 2.000 -1.342
25 C -0.226 -2.325 -4.779
26 C -1.268 1.348 2.624
27 C 3.435 -5.370 0.495
28 C 1.090 0.839 4.026
29 C 0.024 -0.284 -2.899
30 C 0.074 1.626 4.605
31 C -2.184 4.848 -0.411
32 C 3.374 0.181 -2.912
33 C 3.701 -3.013 0.110
34 C -1.655 3.548 -0.405
35 C 0.387 -0.041 -4.220
36 C 0.888 0.309 2.723
37 C -3.742 2.734 -1.400
38 C -2.409 -1.018 0.746
39 C -0.327 0.541 1.987
40 C 2.311 0.597 4.694
41 C 2.135 -5.164 0.931
42 C -1.081 1.874 3.914
43 C -0.457 -1.562 -2.521
44 C -2.464 2.454 -0.864
45 C -0.307 3.317 0.006
46 C -4.819 -1.232 1.193
47 C 0.254 -1.069 -5.157
48 C 1.609 -3.886 0.940
49 C -3.454 5.065 -0.890
50 C 2.592 -0.157 -0.662
51 C 4.221 -4.296 0.105
52 C 2.382 -2.809 0.509
53 C 3.112 -0.695 2.840
54 C 2.852 -0.655 -1.941
55 C 2.865 1.177 -0.364
56 H 1.529 -5.998 1.252
57 H 3.894 -1.294 2.393
58 H 2.446 1.013 5.680
59 H 0.225 2.028 5.594
60 H 3.561 -0.204 -3.903
61 H -1.853 2.481 4.360
62 H -1.321 -2.839 1.159
63 H 4.020 2.169 -3.380
64 H -4.325 1.911 -1.789
65 H -1.608 5.679 -0.027
66 H 4.240 -0.306 4.626
67 H 3.619 3.029 -1.106
68 H -3.264 -4.158 1.851
69 H 2.682 1.555 0.634
70 H 0.287 4.216 0.231
71 H -5.806 -0.795 1.191
72 H 2.655 -1.695 -2.169
73 H -3.901 0.541 0.519
74 H 5.239 -4.461 -0.214
75 H 3.836 -6.370 0.454
76 H 0.597 -3.707 1.281
77 H -2.205 1.581 2.113
78 H -5.207 4.250 -1.811
79 H 4.318 -2.179 -0.197